# 1
The following is a DFT calculation (ωB97M-V with the def2-TZVPD basis set) of a cluster of 5 separate species, C28H66NO6P in total.

Cartesian coordinates (Å):
C 1.66248 5.25345 0.02499
C 0.82049 4.93607 -1.18994
O 1.24886 4.28011 -2.03632
O -0.41120 5.47087 -1.25660
C -1.38592 4.75825 -0.46467
C -2.03210 3.63568 -1.27513
C -2.89281 2.79052 -0.32641
C -3.29976 1.39634 -0.85383
C -2.31494 0.69958 -1.80246
C -1.12751 -0.03119 -1.14562
P 0.12411 1.06966 -0.33839
C 1.16718 -0.06462 0.71170
C 2.47018 0.67493 1.07648
C 3.54637 0.45381 -0.01119
C 3.95306 1.75771 -0.70184
N 5.28973 1.57368 -1.32793
H 2.70962 5.23461 -0.23458
H 1.41440 6.25874 0.35914
H 1.48746 4.53671 0.82227
H -2.11190 5.43144 -0.02457
H -0.84216 4.25233 0.33610
H -1.20645 3.10502 -1.73551
H -2.65868 4.08705 -2.04160
H -3.81774 3.34932 -0.18171
H -2.44716 2.74593 0.66066
H -4.26656 1.42134 -1.34372
H -3.42522 0.74931 0.01389
H -2.88155 -0.07488 -2.31480
H -1.91927 1.34339 -2.58306
H -0.58869 -0.51223 -1.95923
H -1.44605 -0.85049 -0.50386
H -0.48507 1.90926 0.62748
H 1.32170 -1.00230 0.19476
H 0.61145 -0.19280 1.63681
H 2.24394 1.73540 1.17203
H 2.79785 0.33019 2.05409
H 3.10434 -0.17734 -0.77795
H 4.42056 -0.06678 0.36081
H 3.23993 1.99248 -1.49041
H 3.95944 2.58325 0.00342
H 5.13203 1.27890 -2.28208
H 5.81953 2.43561 -1.34175
C 2.15198 -1.43548 5.68211
C 1.05446 -1.91314 4.74609
O 1.53246 -2.59101 3.59815
C 2.28833 -3.76588 3.82746
C 1.53278 -4.84792 4.58058
H 2.84432 -0.77861 5.15288
H 1.72005 -0.88733 6.52052
H 2.73128 -2.26483 6.09057
H 0.50338 -1.04801 4.37346
H 0.32995 -2.53623 5.28322
H 3.22706 -3.52094 4.33727
H 2.56017 -4.14059 2.84004
H 1.24244 -4.52510 5.58129
H 2.15418 -5.73838 4.68426
H 0.62163 -5.11888 4.04444
C -3.90392 1.61930 3.72573
C -2.53483 1.02084 3.98126
O -1.75699 1.72561 4.93270
C -2.30090 1.82535 6.23651
C -2.54421 0.48356 6.90697
H -3.81599 2.65503 3.39205
H -4.42160 1.04478 2.95617
H -4.52749 1.61619 4.62104
H -1.96004 1.04210 3.05288
H -2.61921 -0.03343 4.26853
H -3.21864 2.42417 6.22101
H -1.57234 2.38994 6.81930
H -3.27364 -0.11981 6.36520
H -2.92001 0.63153 7.92015
H -1.61656 -0.08946 6.95933
C 1.50174 1.82232 -5.22548
C 0.84772 0.51635 -4.80916
O -0.54306 0.45819 -5.07946
C -0.92510 0.58620 -6.43650
C -0.34748 -0.48777 -7.34308
H 1.01453 2.66526 -4.73274
H 2.55754 1.81929 -4.95126
H 1.43842 1.98624 -6.30269
H 0.94805 0.40278 -3.72972
H 1.36075 -0.34041 -5.26238
H -0.67468 1.58562 -6.80930
H -2.01357 0.51544 -6.44628
H 0.74233 -0.45551 -7.37410
H -0.71457 -0.35806 -8.36205
H -0.63821 -1.47946 -6.99117
C -0.58483 -3.96911 -4.17815
C 0.35907 -3.84687 -2.99363
O -0.28513 -3.92015 -1.73450
C -0.99024 -5.11493 -1.45289
C -0.12194 -6.36168 -1.46978
H -1.35260 -3.19444 -4.13410
H -0.03213 -3.86237 -5.11271
H -1.09097 -4.93544 -4.20009
H 0.84195 -2.86879 -3.02409
H 1.16029 -4.59187 -3.05598
H -1.84088 -5.22451 -2.13528
H -1.40838 -4.98383 -0.45420
H 0.31684 -6.54289 -2.45183
H -0.71504 -7.23723 -1.20241
H 0.69749 -6.26407 -0.75568

Cartesian forces, eV/Å:
-0.5 0.8 0.2
0.0 1.4 2.9
1.5 -2.4 -3.7
-1.4 0.7 0.3
0.6 -0.9 -0.2
-0.1 0.7 0.7
-0.6 0.2 -0.8
0.8 -0.1 0.2
0.1 -0.6 0.4
-0.4 0.4 0.4
1.2 0.1 -1.3
-0.8 1.4 0.8
-0.1 -0.8 -0.7
-0.7 0.7 0.1
0.8 -0.6 -0.5
-0.3 0.1 0.3
0.2 -0.2 -0.2
0.0 0.0 0.3
-0.1 0.0 0.1
0.0 0.4 -0.1
-0.1 0.2 0.4
0.0 -0.3 -0.2
0.0 -0.1 -0.3
-0.1 0.1 0.2
0.3 -0.2 0.1
-0.2 0.3 -0.1
-0.1 -0.2 0.1
-0.1 -0.1 -0.2
-0.1 0.2 -0.1
0.3 0.0 0.0
-0.3 0.0 0.2
-0.3 -0.7 0.2
0.0 -0.2 0.0
-0.1 -0.7 0.1
0.1 0.2 0.1
0.2 -0.1 0.1
0.1 -0.3 -0.1
0.2 0.1 0.2
-0.4 0.2 0.2
0.2 0.1 0.1
0.3 0.1 -0.1
-0.1 0.0 -0.2
0.1 -0.1 0.0
0.0 0.0 0.1
-0.1 0.1 -0.2
0.1 -0.1 0.1
-0.1 0.1 0.0
0.0 0.0 0.0
0.0 0.0 0.0
0.0 0.0 0.1
0.0 0.0 -0.1
0.0 0.0 0.0
0.0 0.0 0.1
0.0 0.1 0.0
0.1 0.0 0.0
0.0 0.0 0.0
0.0 0.0 0.0
-0.1 0.1 0.1
0.0 -0.1 -0.1
0.2 0.1 -0.1
-0.1 0.0 0.1
0.0 -0.1 -0.1
0.0 0.0 0.0
0.0 0.0 0.0
0.0 -0.1 0.0
0.1 0.0 0.1
-0.1 0.0 0.0
0.0 -0.1 0.0
0.1 0.0 -0.1
-0.1 0.0 0.0
0.0 0.0 0.0
0.0 0.0 0.0
-0.1 0.1 -0.1
0.2 0.0 0.0
-0.2 -0.1 0.2
0.0 0.0 -0.1
0.1 -0.1 0.1
0.1 0.0 0.1
0.0 0.0 0.0
0.1 -0.1 0.0
-0.1 0.0 0.1
0.0 0.0 -0.1
0.1 0.0 0.0
0.0 0.0 0.1
0.0 0.1 -0.1
0.0 0.0 0.0
0.0 0.0 0.0
-0.1 0.0 0.1
0.0 0.0 -0.1
0.0 0.2 0.2
0.0 -0.1 -0.1
0.1 0.0 0.0
0.0 0.0 0.0
0.0 0.0 0.0
0.1 0.0 0.0
0.0 0.0 0.1
0.0 0.0 0.0
0.0 -0.1 0.0
0.0 0.1 0.0
-0.1 0.0 0.0
0.0 0.0 0.0
0.0 0.0 0.0

## Properties
relative energy (zero: lowest compared OMol25 entry of this formula, charge and spin) = 0.0 kcal/mol
LUMO level = 0.7 eV
strongest force on any atom = 0.0916 Eh/bohr
HOMO energy = -7.8 eV

# 2
The following is a DFT calculation (ωB97M-V with the def2-TZVPD basis set) of a cluster of 7 separate species, C28H67N3O7 in total.

Cartesian coordinates (Å):
C -14.40312 -19.27577 -10.12637
C -13.69642 -17.91280 -10.30066
C -14.11429 -17.23403 -11.62629
C -14.19447 -17.11554 -9.08325
C -13.46204 -15.81424 -8.86710
C -12.02171 -16.11650 -8.72834
C -11.41920 -16.92003 -9.87656
C -11.24585 -15.96949 -11.05751
C -10.05946 -17.43815 -9.45262
N -12.26275 -18.14340 -10.01320
O -11.74339 -18.77147 -11.21944
H -14.13790 -19.81573 -9.21094
H -15.48463 -19.19365 -10.14073
H -14.10508 -19.94498 -10.95384
H -13.61010 -17.67707 -12.47229
H -15.17531 -17.47205 -11.65019
H -13.96733 -16.13858 -11.57418
H -15.23644 -16.83907 -9.29779
H -14.12782 -17.79876 -8.22120
H -13.62406 -15.05596 -9.64488
H -13.81074 -15.30377 -7.95014
H -11.78228 -16.65175 -7.79709
H -11.44112 -15.18736 -8.66800
H -12.18292 -15.46492 -11.13006
H -10.95329 -16.47144 -11.95700
H -10.49372 -15.22996 -10.75336
H -9.37715 -16.60790 -9.20907
H -9.53596 -17.90816 -10.27772
H -9.98153 -18.08843 -8.57641
H -11.25506 -19.58213 -10.94736
C -8.48984 -18.12207 -13.52252
C -9.25574 -18.77911 -14.66146
C -9.40180 -17.80364 -15.78367
C -8.44130 -19.96426 -15.23528
C -9.19280 -20.94681 -16.16798
C -10.51454 -21.35056 -15.50227
C -11.36769 -20.15010 -14.98886
C -12.01995 -19.54180 -16.28571
C -12.52230 -20.73892 -14.09802
N -10.54890 -19.30703 -14.08817
O -11.37170 -18.18173 -13.91301
H -7.67668 -17.53739 -13.94662
H -8.14279 -18.85264 -12.78804
H -9.19986 -17.42211 -13.04897
H -10.04330 -16.94044 -15.56613
H -9.78433 -18.35954 -16.64662
H -8.36345 -17.53692 -16.02200
H -7.56662 -19.50677 -15.69879
H -8.00299 -20.44540 -14.35110
H -8.52192 -21.79915 -16.22410
H -9.37322 -20.59106 -17.18043
H -10.34370 -22.04944 -14.68625
H -11.22212 -21.76280 -16.23335
H -13.03412 -19.91793 -16.36527
H -12.07228 -18.45439 -16.21968
H -11.44019 -19.79313 -17.15669
H -12.08565 -21.24874 -13.22121
H -13.23653 -19.98591 -13.72835
H -13.10735 -21.41585 -14.70752
H -11.69002 -18.29950 -13.00793
C -8.16194 -12.78603 -4.77753
C -9.27961 -13.81638 -5.23772
C -10.44976 -12.95811 -5.77863
C -8.72105 -14.63402 -6.43716
C -7.70527 -15.64244 -6.01892
C -8.22320 -16.51876 -4.93334
C -8.78819 -15.74713 -3.72219
C -9.59491 -16.71737 -2.95856
C -7.57743 -15.25633 -2.88406
N -9.72297 -14.76914 -4.27377
O -10.19238 -14.02781 -3.15659
H -8.13716 -12.09728 -5.62176
H -8.49170 -12.21869 -3.91393
H -7.18698 -13.24177 -4.60991
H -10.83537 -12.23288 -5.04739
H -10.14384 -12.47166 -6.70906
H -11.23962 -13.65900 -6.02741
H -9.55152 -15.10049 -6.98692
H -8.31242 -13.87442 -7.10472
H -7.37585 -16.18672 -6.90915
H -6.83672 -15.06394 -5.74882
H -7.51616 -17.28067 -4.64407
H -9.05440 -17.09201 -5.38441
H -8.99928 -17.61233 -2.76649
H -10.41904 -17.01725 -3.58400
H -9.98738 -16.37446 -2.00250
H -7.80959 -14.25339 -2.49937
H -6.65996 -15.16007 -3.46485
H -7.39903 -15.86240 -2.01139
H -11.09193 -14.34130 -3.01935
C -4.79547 -15.56661 -10.56033
O -6.12062 -15.16501 -10.26352
H -4.17475 -14.68784 -10.81012
H -4.28011 -16.09777 -9.74614
H -4.75775 -16.23877 -11.43997
H -6.73144 -15.91461 -10.21052
O -10.43920 -20.91353 -9.90200
H -11.09122 -20.50293 -9.30537
H -9.59564 -20.51999 -9.57472
O -6.74882 -20.89200 -9.61359
H -6.40455 -21.73188 -9.28724
H -6.69005 -20.99683 -10.57958
O -6.81981 -17.99627 -9.17606
H -6.36029 -17.44905 -8.52357
H -6.48437 -18.89202 -9.06977

Cartesian forces, eV/Å:
0.7 -0.8 -1.2
-0.3 -0.3 1.6
0.1 -0.1 1.3
-0.9 0.6 -0.7
-0.5 0.5 0.8
1.9 0.3 0.7
0.2 -0.5 1.3
0.0 -0.3 0.9
1.5 0.7 0.0
0.4 0.3 -2.0
0.0 -0.7 0.2
0.2 0.5 0.0
-0.2 0.2 -0.1
-0.2 0.2 0.2
0.0 0.1 -0.3
-0.2 0.3 -0.5
-0.2 -0.7 -0.3
-0.1 -0.5 0.3
-0.1 0.6 -0.1
-0.1 -0.4 -0.2
0.0 -0.3 -0.2
-0.4 0.0 0.0
0.0 0.0 0.1
-0.4 0.6 -0.8
0.1 -0.1 -0.6
-0.1 -0.2 -0.3
-0.3 0.1 0.0
-0.1 -0.4 -0.2
-0.6 -0.1 -0.1
-0.3 0.5 -0.1
-0.8 0.3 0.1
-0.3 -1.3 0.3
-0.1 0.1 -0.9
0.0 0.5 0.6
0.2 0.3 1.3
-0.7 0.6 0.0
-0.1 -1.4 -0.1
0.4 0.9 1.4
0.7 0.5 0.0
0.3 0.0 -1.6
-0.3 1.1 0.6
0.3 -0.1 0.2
0.0 0.1 0.0
0.5 -0.2 0.1
0.3 -0.2 -0.1
-0.1 0.5 0.0
-0.4 0.5 -0.2
0.0 -0.1 -0.4
-0.3 -0.6 -0.2
-0.2 -0.4 -0.4
0.2 0.3 0.0
0.0 -0.2 0.0
0.5 -0.7 0.1
-0.1 -0.1 -0.2
-0.1 -0.1 0.0
0.1 -0.1 -0.4
-0.2 0.1 -0.4
0.4 0.0 -0.2
0.0 -0.4 0.0
0.0 0.1 0.3
-1.1 -0.7 -0.6
1.4 1.2 -1.2
0.1 -0.7 0.5
-1.1 1.0 -0.1
0.8 0.5 -0.9
-1.2 -0.7 -0.5
1.9 -0.4 -1.2
-0.5 -1.2 0.9
-0.7 1.5 -0.1
-0.4 0.1 0.9
-0.4 0.4 0.5
0.5 0.2 0.1
0.0 -0.1 0.2
-0.1 0.1 0.0
0.3 -0.2 -0.3
0.0 0.1 0.2
-0.4 0.0 -0.1
0.0 0.0 0.3
0.2 -0.2 -0.2
-0.1 -0.3 0.1
0.6 0.0 0.5
0.4 -0.1 0.4
0.0 0.1 0.2
0.0 0.0 0.1
-0.5 -0.2 -0.1
0.1 0.2 0.0
0.1 -0.2 0.0
0.0 -0.2 0.0
0.0 -0.5 0.1
0.0 0.0 -0.1
0.3 -0.5 -0.6
0.1 0.3 0.2
-0.6 -0.2 0.2
-0.3 0.1 0.1
-0.1 0.3 0.3
0.5 -0.1 -0.1
0.5 0.8 0.7
0.1 -0.3 -0.1
-0.7 -0.5 -0.5
0.1 -0.3 -0.6
-0.1 0.1 0.2
-0.1 0.2 0.4
0.1 0.5 0.1
-0.1 -0.3 -0.1
0.0 -0.3 0.0

## Properties
relative energy (zero: lowest compared OMol25 entry of this formula, charge and spin) = 0.0 kcal/mol
LUMO level = 0.0 eV
strongest force on any atom = 0.0435 Eh/bohr
HOMO energy = -8.5 eV

- Number 2 is which compound?
  C28H67N3O7